Entry 1:
Here is a molecular structure, C16H18BeN2O5 from OMol25. Energies are from ωB97M-V/def2-TZVPD.

ORCA input file:
```
! RIJCOSX wB97M-V def2-TZVPD def2/J DEFGRID3
* xyz 2 1
Be -2.9115 -0.5328 0.0910
C -2.5015 0.0573 1.6867
O -2.2168 0.5040 2.7312
C -4.1880 -0.7075 1.2933
O -5.1209 -0.9345 1.9544
C -2.2738 -1.9980 -0.3521
O -1.7630 -2.9985 -0.6124
C -3.7018 0.6393 -0.8421
O -4.2283 1.4702 -1.4598
C -4.4278 -1.8039 -3.2587
H -4.3191 -0.9090 -3.8780
H -3.7132 -2.6162 -3.4201
C -5.4845 -1.9510 -2.4317
H -5.6712 -2.8908 -1.9039
H -6.2453 -1.1700 -2.3510
C 4.5169 -0.8036 2.8736
C 4.4341 0.1465 1.7034
N 3.0923 0.2735 1.1651
C 2.1164 0.9559 2.0437
C 1.6854 2.3527 1.6069
C 3.0003 0.3494 -0.2100
O 4.0004 0.3152 -0.9330
C 1.6382 0.3790 -0.8779
C 1.5601 0.8679 -2.1962
C 0.3214 0.9485 -2.8147
C -0.8122 0.5086 -2.1204
N -0.7259 0.0387 -0.8807
C 0.4647 -0.1457 -0.3051
H 3.8886 -0.4636 3.7000
H 5.5545 -0.8437 3.2115
H 4.2096 -1.8145 2.5842
H 4.7695 1.1520 1.9943
H 5.1069 -0.2061 0.9225
H 1.2401 0.3094 2.1610
H 2.5850 1.0028 3.0280
H 1.2166 2.3270 0.6181
H 0.9539 2.7443 2.3304
H 2.5604 3.0194 1.5819
H 2.4803 1.1943 -2.6939
H 0.2158 1.3521 -3.8165
H -1.8011 0.5757 -2.5696
H 0.4944 -0.6943 0.6464
*
```

Properties
* Kohn-Sham gap: 3.63 eV

=====

Entry 2:
Here is a molecular structure, C16H18Cl2NO4PS2Ta from OMol25. Energies are from ωB97M-V/def2-TZVPD.

ORCA input file:
```
! RIJCOSX wB97M-V def2-TZVPD def2/J DEFGRID3
* xyz 2 2
Ta -0.5140 0.0691 0.1700
C 0.3034 4.9879 -3.0439
C 1.2382 3.8179 -2.9426
O 1.0311 3.1959 -1.6064
P 1.5403 1.7904 -1.2271
S 1.4080 1.5483 0.7574
S 0.3035 0.3673 -2.0708
O 2.9720 1.6688 -1.8014
C 3.8605 0.5046 -1.6305
C 4.4115 0.1201 -2.9752
H 0.4607 5.4750 -4.0064
H 0.5025 5.7134 -2.2570
H -0.7366 4.6704 -2.9858
H 2.2853 4.1073 -2.9828
H 1.0398 3.0577 -3.6989
H 3.2876 -0.3031 -1.1696
H 4.6317 0.8312 -0.9373
H 3.6197 -0.1891 -3.6573
H 5.1020 -0.7141 -2.8470
H 4.9597 0.9491 -3.4195
Cl -7.1686 -1.7520 2.8943
C -5.6780 -1.4993 2.0837
C -5.3950 -2.2139 0.9170
C -4.2049 -2.0280 0.2252
C -3.3027 -1.1165 0.7209
O -2.1183 -0.8728 0.0944
C -3.5562 -0.3917 1.8969
C -2.5926 0.5125 2.4351
O -1.4471 0.7385 1.9710
C -4.7665 -0.5911 2.5789
H -6.1244 -2.9213 0.5452
H -3.9955 -2.5725 -0.6847
H -2.8608 1.0523 3.3466
H -4.9853 -0.0351 3.4821
Cl 2.6399 -4.5692 0.1969
C 1.9357 -3.3555 1.1755
C 2.1564 -3.3100 2.5455
C 1.5614 -2.2981 3.2822
C 0.7777 -1.3623 2.6419
N 0.5628 -1.4126 1.3146
C 1.1258 -2.4014 0.5913
H 2.7779 -4.0577 3.0206
H 1.7113 -2.2296 4.3501
H 0.3188 -0.5445 3.1785
H 0.9211 -2.4362 -0.4715
*
```

Properties
* Kohn-Sham gap (alpha / beta): 7.22 / 7.25 eV
* <S²>: 0.76

=====

Entry 3:
Here is a molecular structure, C16H18ClMnN3S2 from OMol25. Energies are from ωB97M-V/def2-TZVPD.

ORCA input file:
```
! RIJCOSX wB97M-V def2-TZVPD def2/J DEFGRID3
* xyz 0 6
Mn 0.3874 0.4550 0.9694
S -0.7612 0.7182 3.4967
C -1.3951 -0.6797 2.7580
N -1.0097 -1.0855 1.5630
C -1.6394 -2.2526 1.1617
C -1.3897 -2.9361 -0.0270
C -2.0998 -4.0943 -0.2874
C -3.0412 -4.5776 0.6247
C -3.2804 -3.9144 1.8161
C -2.5716 -2.7482 2.0798
S -2.6191 -1.7012 3.4674
H -0.6225 -2.5851 -0.7074
H -1.9121 -4.6407 -1.2025
H -3.5806 -5.4890 0.4030
H -4.0014 -4.3064 2.5217
N -0.4093 0.2997 -1.1552
C -0.7798 1.6414 -1.6324
C -1.4573 2.3902 -0.5000
N -0.5257 2.4641 0.6343
H 0.2643 -0.1375 -1.7747
H -1.2195 -0.3110 -1.1050
H -1.4223 1.6133 -2.5153
H 0.1478 2.1493 -1.9087
H -2.3387 1.8384 -0.1637
H -1.7977 3.3718 -0.8363
H -0.9840 2.6645 1.5168
H 0.1927 3.1624 0.4703
Cl 2.5412 -1.4135 -1.4508
C 2.7533 0.3147 -1.2305
C 2.8476 1.0963 -2.3708
C 2.9764 2.4744 -2.2705
C 3.0151 3.0357 -0.9935
C 2.9165 2.2428 0.1329
C 2.7725 0.8314 0.0803
C 2.4975 0.0561 1.2699
H 2.8262 0.6072 -3.3371
H 3.0677 3.0839 -3.1587
H 3.1422 4.1054 -0.8737
H 2.9709 2.7027 1.1146
H 2.8070 0.5545 2.1845
H 2.7318 -1.0005 1.2361
*
```

Properties
* Kohn-Sham gap (alpha / beta): 7.17 / 7.79 eV
* <S²>: 8.76

=====

Entry 4:
Here is C16H18ClN5S in the gas phase from OMol25. Energies are from ωB97M-V/def2-TZVPD.

ORCA input file:
```
! RIJCOSX wB97M-V def2-TZVPD def2/J DEFGRID3
* xyz 0 1
C 3.8721 1.7518 1.1870
C 4.3785 0.6604 0.2900
C 5.7245 0.5330 -0.0318
Cl 6.8822 1.6723 0.5770
C 6.1961 -0.4909 -0.8375
C 5.3027 -1.4111 -1.3531
C 3.9549 -1.3043 -1.0736
C 3.4924 -0.2838 -0.2510
N 2.1255 -0.1336 0.0015
C 1.2084 -1.1295 0.2005
S 1.6292 -2.6995 0.5002
N -0.0889 -0.7431 0.1848
C -0.5309 0.5476 -0.3063
C -1.9207 0.4200 -0.9238
N -2.8560 -0.0448 0.0706
C -4.1603 0.2795 0.0105
N -4.5490 1.0803 -0.9929
C -5.8292 1.3926 -1.0362
C -6.7492 0.9235 -0.1094
C -6.2382 0.1026 0.8866
N -4.9622 -0.2192 0.9618
C -2.3390 -0.9265 1.0928
C -1.1314 -1.6798 0.5569
H 3.2976 2.4879 0.6211
H 3.2399 1.3388 1.9729
H 4.7035 2.2691 1.6558
H 7.2498 -0.5594 -1.0556
H 5.6582 -2.2097 -1.9848
H 3.2563 -2.0127 -1.4860
H 1.8484 0.7983 0.2746
H -0.5648 1.2838 0.5098
H 0.1604 0.9034 -1.0758
H -1.8811 -0.2763 -1.7720
H -2.2676 1.3857 -1.2968
H -6.1212 2.0429 -1.8517
H -7.7931 1.1807 -0.1592
H -6.8694 -0.3159 1.6608
H -3.1288 -1.6211 1.3842
H -2.0531 -0.3490 1.9818
H -0.7290 -2.3491 1.3211
H -1.4177 -2.2950 -0.3047
*
```

Properties
* Kohn-Sham gap: 8.50 eV
* structure (SMILES): Cc1c(Cl)cccc1NC(=S)N1CCN(c2ncccn2)CC1

=====

Copy entry 3 word for word.
Here is a molecular structure, C16H18ClMnN3S2 from OMol25. Energies are from ωB97M-V/def2-TZVPD.

ORCA input file:
```
! RIJCOSX wB97M-V def2-TZVPD def2/J DEFGRID3
* xyz 0 6
Mn 0.3874 0.4550 0.9694
S -0.7612 0.7182 3.4967
C -1.3951 -0.6797 2.7580
N -1.0097 -1.0855 1.5630
C -1.6394 -2.2526 1.1617
C -1.3897 -2.9361 -0.0270
C -2.0998 -4.0943 -0.2874
C -3.0412 -4.5776 0.6247
C -3.2804 -3.9144 1.8161
C -2.5716 -2.7482 2.0798
S -2.6191 -1.7012 3.4674
H -0.6225 -2.5851 -0.7074
H -1.9121 -4.6407 -1.2025
H -3.5806 -5.4890 0.4030
H -4.0014 -4.3064 2.5217
N -0.4093 0.2997 -1.1552
C -0.7798 1.6414 -1.6324
C -1.4573 2.3902 -0.5000
N -0.5257 2.4641 0.6343
H 0.2643 -0.1375 -1.7747
H -1.2195 -0.3110 -1.1050
H -1.4223 1.6133 -2.5153
H 0.1478 2.1493 -1.9087
H -2.3387 1.8384 -0.1637
H -1.7977 3.3718 -0.8363
H -0.9840 2.6645 1.5168
H 0.1927 3.1624 0.4703
Cl 2.5412 -1.4135 -1.4508
C 2.7533 0.3147 -1.2305
C 2.8476 1.0963 -2.3708
C 2.9764 2.4744 -2.2705
C 3.0151 3.0357 -0.9935
C 2.9165 2.2428 0.1329
C 2.7725 0.8314 0.0803
C 2.4975 0.0561 1.2699
H 2.8262 0.6072 -3.3371
H 3.0677 3.0839 -3.1587
H 3.1422 4.1054 -0.8737
H 2.9709 2.7027 1.1146
H 2.8070 0.5545 2.1845
H 2.7318 -1.0005 1.2361
*
```

Properties
* Kohn-Sham gap (alpha / beta): 7.17 / 7.79 eV
* <S²>: 8.76